The following is a quantum chemistry calculation of 12 unconnected molecules or ions with the total composition C46H92O16 at a distorted geometry, from the OMol25 dataset.

Geometry as ORCA input:
```
! wB97M-V def2-TZVPD RIJCOSX def2/J DEFGRID3
* xyz 0 1
C 2.8900 -5.1492 0.4751
C 3.3352 -5.1622 1.8565
C 2.2157 -4.4023 2.5829
O 1.0749 -5.0573 2.0547
C 1.3625 -5.3140 0.7223
H 3.3312 -6.0481 0.0443
H 3.2452 -4.2665 -0.0566
H 4.3178 -4.6980 1.9406
H 3.3391 -6.1755 2.2580
H 2.3333 -3.3363 2.3879
H 2.2998 -4.5576 3.6585
H 0.7261 -4.6953 0.0894
H 1.1397 -6.3457 0.4504
C 0.6980 -0.6399 0.7354
C -0.1092 0.6612 0.8895
C -0.9409 0.7994 -0.3901
O -0.1368 0.0943 -1.3737
C 0.3372 -1.0729 -0.7215
H 0.5136 -1.4588 1.4308
H 1.7632 -0.4264 0.8231
H 0.5740 1.4628 1.1700
H -0.8231 0.5747 1.7087
H -1.1101 1.8490 -0.6304
H -1.9321 0.3523 -0.3141
H 1.1339 -1.4742 -1.3478
H -0.3646 -1.9067 -0.7379
C -5.0958 4.1645 -1.2779
C -4.7927 2.8489 -0.6762
C -4.1542 3.2778 0.6675
O -3.3792 4.3991 0.3576
C -3.7924 4.8387 -0.9451
H -5.7509 4.6793 -0.5752
H -5.3846 4.3498 -2.3125
H -4.1322 2.2572 -1.3100
H -5.7215 2.2951 -0.5397
H -3.4501 2.5063 0.9791
H -4.8737 3.6005 1.4200
H -3.1539 4.4752 -1.7503
H -3.9222 5.9192 -0.8834
C -5.3850 -2.0571 -1.8605
C -4.6447 -3.3051 -1.4918
C -3.4630 -2.8139 -0.7849
O -3.1490 -1.5984 -1.4514
C -4.2800 -1.0780 -2.1167
H -5.9340 -1.7814 -0.9601
H -6.0409 -2.1894 -2.7209
H -4.3323 -3.7084 -2.4551
H -5.2010 -4.0335 -0.9017
H -2.6005 -3.4730 -0.8840
H -3.5999 -2.5362 0.2602
H -4.0448 -1.0043 -3.1784
H -4.5912 -0.1382 -1.6607
C 1.7108 4.3563 1.2641
C 2.2513 5.4670 2.1353
C 2.2578 6.6450 1.2288
O 2.0924 6.1494 -0.0929
C 2.1661 4.8011 -0.0907
H 0.6420 4.3111 1.4733
H 2.1623 3.3838 1.4602
H 3.2500 5.2351 2.5053
H 1.6703 5.5493 3.0539
H 3.2298 7.1349 1.2869
H 1.5044 7.4114 1.4109
H 3.1620 4.4483 -0.3584
H 1.5367 4.3279 -0.8444
C 3.2630 1.6159 -1.8229
C 3.7480 1.6355 -3.2645
C 5.2907 1.6084 -3.2997
O 5.5549 0.9591 -1.9911
C 4.5883 1.3633 -1.0289
H 2.6031 0.8640 -1.3903
H 2.9516 2.6379 -1.6068
H 3.2805 2.3672 -3.9234
H 3.3048 0.7539 -3.7276
H 5.6677 2.6301 -3.3471
H 5.5859 1.0753 -4.2035
H 4.8046 2.3214 -0.5565
H 4.4304 0.5198 -0.3568
C -0.9352 -2.9307 4.3890
C -0.3651 -3.8003 5.5890
C -1.3832 -4.9040 5.7892
O -2.2656 -4.9011 4.6510
C -1.8696 -3.9615 3.6461
H -0.1503 -2.5391 3.7420
H -1.6230 -2.1678 4.7538
H -0.1520 -3.2017 6.4746
H 0.5577 -4.2839 5.2687
H -1.9238 -4.8141 6.7314
H -0.7489 -5.7846 5.8911
H -2.7263 -3.3727 3.3183
H -1.2928 -4.4598 2.8670
C -0.7595 -2.2213 -5.8342
C 0.1353 -1.4475 -4.9080
C -0.3641 -0.0550 -5.1976
O -1.7412 -0.3219 -5.2668
C -2.0324 -1.4988 -5.9729
H -0.8922 -3.1592 -5.2949
H -0.2762 -2.4084 -6.7931
H 1.1973 -1.5140 -5.1443
H 0.1044 -1.6689 -3.8412
H -0.0310 0.2126 -6.2003
H 0.0580 0.7505 -4.5967
H -2.1590 -1.2729 -7.0317
H -2.9574 -1.9022 -5.5610
C 4.6920 -3.2601 -4.5071
C 4.7787 -1.9736 -3.7102
C 3.6050 -2.0780 -2.7025
O 2.7110 -3.0873 -3.2473
C 3.1841 -3.6432 -4.4835
H 5.2729 -4.0073 -3.9666
H 5.0258 -3.1094 -5.5338
H 4.6309 -1.0817 -4.3191
H 5.6916 -2.1019 -3.1286
H 3.1672 -1.0947 -2.5300
H 4.0113 -2.6071 -1.8405
H 2.8351 -3.1794 -5.4061
H 3.2565 -4.7190 -4.6430
C -3.6000 1.1271 3.5681
C -2.9765 2.4610 3.8406
C -3.0507 2.6696 5.3528
O -2.9368 1.2826 5.8167
C -3.6682 0.4496 4.9613
H -3.1623 0.4375 2.8464
H -4.6039 1.2195 3.1536
H -3.3299 3.2591 3.1877
H -1.9545 2.3530 3.4774
H -3.8730 3.2127 5.8187
H -2.1201 3.1975 5.5612
H -4.6960 0.2597 5.2704
H -3.1489 -0.4975 5.1080
C -0.8260 5.6045 -1.7529
O 0.0181 5.0729 -2.7106
C -0.3799 4.1003 -3.5676
O 0.2362 3.8122 -4.5621
O -1.4933 3.3934 -2.9936
C -1.9893 2.3255 -3.6254
H -1.7761 5.9404 -2.1682
H -0.2750 6.4656 -1.3747
H -1.0324 4.8830 -0.9624
H -1.5231 1.4176 -3.2425
H -2.0001 2.4778 -4.7047
H -3.0448 2.3072 -3.3542
C 4.3084 -2.0966 5.6652
O 3.2013 -1.0970 5.8692
C 2.4756 -0.7263 4.8473
O 2.6633 -1.0233 3.7175
O 1.5168 0.0313 5.2568
C 0.6762 0.6564 4.3610
H 3.9946 -2.9233 5.0279
H 4.6106 -2.5856 6.5913
H 5.1168 -1.5761 5.1516
H 1.0454 1.6756 4.2470
H -0.2681 0.8076 4.8841
H 0.5461 0.1212 3.4204
*
```

- E_tot (eV) = -81944.428
- structure (SMILES) = COC(=O)OC.COC(=O)OC.C1CCOC1.C1CCOC1.C1CCOC1.C1CCOC1.C1CCOC1.C1CCOC1.C1CCOC1.C1CCOC1.C1CCOC1.C1CCOC1
- highest occupied orbital energy (eV) = -9.29
- maximum force (eV/Å) = 6.061
- HOMO-LUMO gap (Ha) = 0.3611
- relative energy (zero: lowest compared OMol25 entry of this formula, charge and spin) (kcal per mole) = 87.0

Atom charges from the Löwdin analysis, given in e for atoms 1 to 99: atom 1 (C): -0.17, atom 2 (C): -0.21, atom 3 (C): -0.20, atom 4 (O): -0.13, atom 5 (C): -0.21, atom 6 (H): 0.11, atom 7 (H): 0.11, atom 8 (H): 0.12, atom 9 (H): 0.12, atom 10 (H): 0.11, atom 11 (H): 0.11, atom 12 (H): 0.11, atom 13 (H): 0.12, atom 14 (C): -0.13, atom 15 (C): -0.15, atom 16 (C): -0.16, atom 17 (O): -0.15, atom 18 (C): -0.19, atom 19 (H): 0.09, atom 20 (H): 0.10, atom 21 (H): 0.09, atom 22 (H): 0.08, atom 23 (H): 0.11, atom 24 (H): 0.11, atom 25 (H): 0.10, atom 26 (H): 0.10, atom 27 (C): -0.18, atom 28 (C): -0.17, atom 29 (C): -0.21, atom 30 (O): -0.12, atom 31 (C): -0.23, atom 32 (H): 0.12, atom 33 (H): 0.13, atom 34 (H): 0.09, atom 35 (H): 0.12, atom 36 (H): 0.11, atom 37 (H): 0.12, atom 38 (H): 0.08, atom 39 (H): 0.13, atom 40 (C): -0.18, atom 41 (C): -0.19, atom 42 (C): -0.22, atom 43 (O): -0.15, atom 44 (C): -0.20, atom 45 (H): 0.12, atom 46 (H): 0.12, atom 47 (H): 0.12, atom 48 (H): 0.13, atom 49 (H): 0.12, atom 50 (H): 0.12, atom 51 (H): 0.12, atom 52 (H): 0.10, atom 53 (C): -0.16, atom 54 (C): -0.18, atom 55 (C): -0.19, atom 56 (O): -0.10, atom 57 (C): -0.28, atom 58 (H): 0.12, atom 59 (H): 0.11, atom 60 (H): 0.11, atom 61 (H): 0.11, atom 62 (H): 0.12, atom 63 (H): 0.12, atom 64 (H): 0.12, atom 65 (H): 0.11, atom 66 (C): -0.14, atom 67 (C): -0.17, atom 68 (C): -0.13, atom 69 (O): -0.16, atom 70 (C): -0.19, atom 71 (H): 0.09, atom 72 (H): 0.08, atom 73 (H): 0.11, atom 74 (H): 0.08, atom 75 (H): 0.11, atom 76 (H): 0.11, atom 77 (H): 0.11, atom 78 (H): 0.11, atom 79 (C): -0.12, atom 80 (C): -0.15, atom 81 (C): -0.20, atom 82 (O): -0.13, atom 83 (C): -0.18, atom 84 (H): 0.09, atom 85 (H): 0.08, atom 86 (H): 0.11, atom 87 (H): 0.09, atom 88 (H): 0.11, atom 89 (H): 0.11, atom 90 (H): 0.11, atom 91 (H): 0.10, atom 92 (C): -0.18, atom 93 (C): -0.16, atom 94 (C): -0.21, atom 95 (O): -0.15, atom 96 (C): -0.20, atom 97 (H): 0.12, atom 98 (H): 0.12, atom 99 (H): 0.10